No. 1
C24H32As2O8Pd | ωB97M-V/def2-TZVPD

Each line ends with the Mulliken charge.
Element x y z (Å)
Pd -0.438 0.508 1.486  0.538
C -0.323 3.333 -1.120  -2.076
C 0.981 2.576 -0.889  0.366
C 2.189 3.513 -1.050  -1.536
C 1.083 1.936 0.476  -0.078
C 0.631 2.613 1.635  0.280
C 0.752 2.009 2.882  -1.194
C 1.412 0.761 3.034  0.954
C 1.511 0.119 4.381  -1.827
C 2.016 0.167 1.907  -0.620
C 1.822 0.724 0.651  0.020
H -0.363 3.692 -2.148  0.417
H -0.405 4.210 -0.477  0.480
H -1.205 2.715 -0.949  0.609
H 1.075 1.775 -1.629  0.394
H 2.143 4.328 -0.325  0.384
H 2.180 3.950 -2.048  0.437
H 3.135 2.988 -0.920  0.395
H 0.127 3.565 1.542  0.392
H 0.320 2.484 3.753  0.513
H 1.505 -0.967 4.309  0.433
H 0.709 0.445 5.040  0.377
H 2.458 0.413 4.841  0.371
H 2.573 -0.754 2.018  0.529
H 2.236 0.242 -0.226  0.609
C -3.595 2.727 1.928  -0.179
O -3.490 2.919 0.512  -0.328
C -3.747 1.930 -0.345  0.258
O -3.742 2.127 -1.528  -0.528
C -3.751 0.511 0.178  0.019
C -4.808 -0.173 0.615  1.091
As -5.135 -2.013 1.416  0.281
C -5.562 -2.849 -0.292  -1.107
C -3.080 -2.025 1.618  0.256
C -2.432 -1.999 0.434  0.886
As -1.956 -0.242 -0.135  0.477
C -1.625 -0.080 -2.024  -1.107
C -2.453 -3.210 -0.471  -0.363
O -2.906 -4.267 -0.144  -0.514
O -1.803 -2.960 -1.603  -0.236
C -1.656 -4.104 -2.489  -0.762
C -2.689 -1.113 2.716  0.068
O -1.639 -0.444 2.820  -0.758
O -3.508 -1.151 3.724  -0.297
C -3.193 -0.412 4.929  -0.625
C -6.193 0.415 0.551  0.232
O -7.143 -0.318 0.684  -0.575
O -6.243 1.711 0.324  -0.283
C -7.573 2.278 0.159  -0.757
H -3.606 3.723 2.359  0.461
H -2.727 2.175 2.301  -0.141
H -4.513 2.212 2.196  0.192
H -6.616 -2.603 -0.422  0.387
H -5.444 -3.923 -0.188  0.384
H -4.999 -2.481 -1.145  0.339
H -2.412 -0.625 -2.539  0.429
H -0.653 -0.511 -2.246  0.434
H -1.675 0.972 -2.290  0.519
H -1.085 -3.741 -3.336  0.246
H -2.638 -4.453 -2.799  0.331
H -1.129 -4.899 -1.969  0.330
H -4.024 -0.606 5.596  0.271
H -3.116 0.648 4.697  0.259
H -2.262 -0.786 5.348  0.305
H -7.412 3.337 -0.006  0.320
H -8.158 2.100 1.058  0.303
H -8.054 1.817 -0.699  0.314

The LUMO energy (alpha / beta) comes out at -7.872 / -7.872 eV. As for the total charge: +2. The gap between HOMO and LUMO (alpha / beta) comes out at 0.2432 / 0.2433 hartree. For the energy above the lowest of the compared OMol25 structures with the same formula, charge and spin, the calculation gives 0.0 kcal/mol.

---

No. 2
C24H32BClF25N4O5Si | ωB97M-V/def2-TZVPD

Each line ends with the Mulliken charge.
Element x y z (Å)
C -2.949 1.206 3.978  -1.054
N -2.522 -0.176 4.193  -0.066
C -2.289 -0.887 2.931  -0.828
B -1.424 -0.282 5.146  0.438
O -1.681 -0.897 6.341  -0.477
N -0.028 0.275 4.973  0.067
C 0.923 -0.647 4.587  -0.901
N 1.437 -0.594 3.422  0.371
C 1.096 0.399 2.397  -1.183
C 0.880 -0.165 0.973  -0.295
O 2.148 -0.349 0.353  -0.515
Si 2.623 -1.956 0.049  0.669
C 2.289 -2.571 -1.699  -1.165
C 4.517 -1.986 0.276  -1.250
C 1.931 -3.234 1.260  -0.801
N 1.455 -1.668 5.454  0.536
C 1.536 -1.204 6.848  -0.879
C 2.378 0.081 6.950  0.583
O 3.389 0.234 6.448  -0.336
Cl 1.594 1.379 7.913  -0.155
C 0.778 -2.940 5.335  0.554
F -0.023 -3.204 6.358  -0.317
F 0.077 -3.011 4.203  -0.149
C 1.847 -4.114 5.317  0.706
F 2.923 -3.680 4.685  -0.255
F 2.166 -4.351 6.596  -0.319
C 1.298 -5.448 4.762  0.650
F 1.143 -5.444 3.447  -0.245
F 0.108 -5.739 5.283  -0.282
C 2.235 -6.674 5.117  0.658
F 2.112 -7.543 4.139  -0.258
F 1.918 -7.229 6.235  -0.228
F 3.502 -6.318 5.109  -0.255
H -3.078 1.732 4.934  0.371
H -3.930 1.205 3.485  0.308
H -2.253 1.803 3.361  0.268
H -2.095 -1.953 3.091  0.143
H -1.535 -0.392 2.293  0.212
H -3.229 -0.838 2.359  0.445
H -2.337 -1.597 6.196  0.322
H 0.269 0.811 5.792  0.230
H 2.165 -1.268 3.181  0.269
H 0.237 1.016 2.658  0.559
H 1.953 1.082 2.314  0.374
H 0.209 -1.032 0.924  0.377
H 0.378 0.641 0.417  0.392
H 2.475 -3.656 -1.681  0.464
H 1.235 -2.433 -1.970  0.294
H 2.991 -2.121 -2.407  0.299
H 5.034 -2.407 -0.588  0.362
H 4.853 -0.956 0.470  0.320
H 4.729 -2.529 1.209  0.360
H 2.498 -3.243 2.202  -0.113
H 0.866 -3.132 1.506  0.202
H 2.063 -4.227 0.811  0.598
H 2.103 -1.960 7.410  0.535
H 0.575 -1.079 7.357  0.381
C 0.470 2.457 -4.961  -0.459
C -0.041 1.423 -3.944  0.893
C 0.887 1.118 -2.772  0.161
F 2.062 0.600 -3.176  -0.259
F 0.307 0.193 -1.953  -0.254
F -0.375 0.286 -4.590  -0.281
F -1.201 1.920 -3.418  -0.322
O 1.058 1.940 -6.142  -0.431
C 2.401 1.602 -6.114  0.739
C 2.618 0.108 -6.355  0.205
F 1.995 -0.629 -5.407  -0.191
F 3.938 -0.183 -6.292  -0.264
F 2.974 2.021 -4.966  -0.277
F 2.993 2.286 -7.113  -0.296
H -0.410 2.990 -5.314  0.101
H 1.093 3.221 -4.495  0.409
H 1.084 2.016 -2.178  0.230
H 2.234 -0.186 -7.333  0.249
C -4.120 4.226 -4.602  -0.865
C -2.867 4.790 -5.290  1.188
C -3.004 6.187 -5.892  -0.014
F -3.941 6.223 -6.859  -0.216
F -1.826 6.555 -6.453  -0.274
F -2.433 3.908 -6.219  -0.300
F -1.887 4.855 -4.338  -0.341
O -4.910 3.332 -5.363  -0.410
C -5.865 3.865 -6.215  0.781
C -5.572 3.533 -7.677  0.211
F -4.373 4.028 -8.049  -0.218
F -6.511 4.093 -8.473  -0.260
F -5.997 5.190 -6.010  -0.275
F -7.044 3.302 -5.873  -0.299
H -3.755 3.620 -3.772  0.465
H -4.721 5.009 -4.139  0.323
H -3.256 6.922 -5.121  0.303
H -5.568 2.452 -7.835  0.259

The LUMO energy comes out at -4.071 eV. As for the total charge: +1. The gap between HOMO and LUMO comes out at 0.3044 hartree.

---

No. 3
C24H32Br36NO | ωB97M-V/def2-TZVPD

Each line ends with the Mulliken spin population.
Element x y z (Å)
C 0.501 5.193 0.292  -0.002
C 0.563 5.442 -0.908  0.000
C 0.822 5.571 -2.478  0.009
C 1.171 4.117 -3.017  0.006
C -0.018 3.414 -3.833  0.012
C 0.339 1.877 -3.996  -0.002
C -0.430 1.236 -5.264  0.025
C -0.306 1.132 -2.706  -0.013
N 1.792 1.556 -3.971  0.369
O 2.219 1.171 -2.809  0.572
C 2.637 2.605 -4.593  0.002
C 2.512 2.534 -6.194  0.016
C 4.168 2.181 -4.278  0.007
C 2.457 4.068 -3.986  0.017
H 0.401 4.743 1.352  0.000
H -0.133 6.011 -2.899  0.000
H 1.716 6.264 -2.588  0.000
H 1.396 3.477 -2.097  -0.006
H -1.028 3.613 -3.361  0.000
H -0.043 3.952 -4.846  0.000
H -0.204 0.119 -5.208  -0.012
H -0.119 1.701 -6.243  -0.002
H -1.558 1.371 -5.133  0.003
H -0.058 1.654 -1.736  0.002
H -1.439 1.218 -2.852  -0.001
H -0.070 0.013 -2.687  0.009
H 2.014 1.552 -6.493  -0.010
H 3.568 2.460 -6.624  0.002
H 2.022 3.438 -6.656  0.000
H 4.809 2.881 -4.912  0.000
H 4.446 2.370 -3.204  0.000
H 4.396 1.130 -4.637  -0.002
H 3.368 4.480 -3.462  -0.001
H 2.196 4.763 -4.858  0.000
C 0.084 -3.297 -2.153  0.000
Br -1.344 -2.773 -0.950  0.000
Br 1.247 -1.806 -2.574  -0.001
Br 1.076 -4.820 -1.484  0.000
H -0.384 -3.607 -3.084  0.000
C 0.853 3.920 4.399  0.000
Br 0.098 3.419 2.685  0.000
Br 0.079 5.565 5.059  0.000
Br 0.727 2.484 5.692  0.000
H 1.911 4.108 4.239  0.000
C 3.317 -8.588 0.028  0.000
Br 1.615 -8.636 -0.895  0.000
Br 4.777 -9.107 -1.132  0.000
Br 3.634 -6.869 0.862  0.000
H 3.266 -9.324 0.824  0.000
C -2.414 8.465 3.305  0.000
Br -3.256 7.319 4.625  0.000
Br -1.461 9.934 4.133  0.000
Br -1.281 7.463 2.092  0.000
H -3.211 8.899 2.708  0.000
C -0.134 0.944 9.354  0.000
Br -0.960 -0.229 10.653  0.000
Br 0.788 2.424 10.196  0.000
Br 1.018 -0.037 8.145  0.000
H -0.934 1.368 8.753  0.000
C -2.676 -6.346 1.339  0.000
Br -2.630 -4.483 1.873  0.000
Br -3.947 -6.653 -0.089  0.000
Br -0.915 -7.009 0.890  0.000
H -3.020 -6.914 2.199  0.000
C -5.789 10.317 6.297  0.000
Br -4.900 11.462 7.582  0.000
Br -7.707 10.294 6.559  0.000
Br -5.317 10.779 4.477  0.000
H -5.431 9.306 6.471  0.000
C -0.236 -3.298 -6.769  0.000
Br -1.651 -2.778 -5.551  0.000
Br 0.931 -1.814 -7.198  0.001
Br 0.754 -4.824 -6.105  0.000
H -0.712 -3.605 -7.696  0.000
C 2.816 -13.155 -0.240  0.000
Br 3.795 -12.083 1.043  0.000
Br 0.902 -13.004 0.010  0.000
Br 3.338 -12.752 -2.061  0.000
H 3.080 -14.192 -0.055  0.000
C -4.985 2.288 -5.497  0.000
Br -4.238 3.084 -7.097  0.000
Br -4.215 0.549 -5.133  0.000
Br -4.842 3.471 -3.970  0.000
H -6.044 2.135 -5.683  0.000
C 0.455 -5.762 4.850  0.000
Br 0.319 -4.647 6.426  0.000
Br 2.270 -5.840 4.179  0.000
Br -0.277 -7.531 5.154  0.000
H -0.150 -5.297 4.077  0.000
C -0.474 -5.717 10.320  0.000
Br -0.651 -3.876 10.896  0.000
Br -1.670 -6.129 8.856  0.000
Br 1.362 -6.162 9.893  0.000
H -0.765 -6.343 11.158  0.000

Its expectation value of S² is 0.754. The LUMO energy (alpha / beta) comes out at -0.349 / -0.349 eV. Its spin multiplicity is 2. The gap between HOMO and LUMO (alpha / beta) comes out at 0.3009 / 0.3361 hartree.